Arrangement i

{
  "formula": "C2H5N2O2",
  "method": "ωB97M-V with the def2-TZVPD basis set",
  "species": ["C", "C", "N", "N", "O", "O", "H", "H", "H", "H", "H"],
  "positions_angstrom": [[0.64114, 0.88667, 0.32092], [-1.04158, -1.24179, -0.17280], [-0.68882, 0.93392, 0.41199], [1.31982, -0.22327, 0.29763], [-1.44050, -0.22778, 0.55558], [0.79341, -1.41834, 0.48422], [1.15806, 1.83093, 0.21605], [-1.49770, -2.18092, 0.12307], [-0.74337, -1.10906, -1.20820], [-1.21358, 1.77834, 0.61915], [2.32555, -0.23692, 0.12093]],
  "homo_lumo_gap_ha": 0.3715,
  "lumo_ev": -4.388,
  "total_charge": 1
}


Arrangement ii

{
  "formula": "C2H5N2O2",
  "method": "ωB97M-V with the def2-TZVPD basis set",
  "species": ["C", "C", "N", "N", "O", "O", "H", "H", "H", "H", "H"],
  "positions_angstrom": [[-1.06749, 1.26387, -0.10204], [0.40766, -0.96793, 0.16687], [1.13129, 0.03647, -0.61578], [-1.65817, 0.17874, -0.05529], [-0.96951, -1.06123, -0.18701], [2.13163, 0.36617, 0.13302], [-1.33953, 2.23076, 0.03510], [0.55234, -1.91164, -0.23980], [0.56029, -0.93080, 1.19341], [-2.65956, 0.11021, 0.07927], [2.91105, 0.68537, -0.40773]],
  "homo_lumo_gap_ha": [0.3572, 0.2775],
  "lumo_ev": [-5.602, -6.752],
  "total_charge": 1
}


Name the most stable of them. arrangement i.


Arrangement i

{
  "formula": "C6H6FNS",
  "method": "ωB97M-V with the def2-TZVPD basis set",
  "species": ["C", "C", "C", "C", "C", "C", "N", "F", "S", "H", "H", "H", "H", "H", "H"],
  "positions_angstrom": [[-3.08111, 0.66725, -0.19232], [-1.03607, 1.07849, 0.50299], [-0.82838, -0.19312, 0.28426], [0.35016, -1.07632, 0.37885], [1.52600, -0.44521, -0.47599], [2.21104, 0.59096, 0.20245], [-2.27265, 1.52639, 0.30946], [2.39813, 1.76487, -0.45747], [-2.33165, -0.90774, -0.38410], [-4.12590, 0.85144, -0.60844], [0.76718, -1.08724, 1.45222], [0.18390, -2.09182, -0.17043], [2.22707, -1.30405, -0.54593], [1.33782, 0.08101, -1.49324], [2.67446, 0.54511, 1.19768]],
  "homo_lumo_gap_ha": [0.3647, 0.2451],
  "lumo_ev": [0.506, -0.990],
  "total_charge": 0
}


Arrangement ii

{
  "formula": "C6H6FNS",
  "method": "ωB97M-V with the def2-TZVPD basis set",
  "species": ["F", "C", "C", "C", "C", "S", "C", "N", "C", "H", "H", "H", "H", "H", "H"],
  "positions_angstrom": [[-0.24207, -2.34767, 0.36537], [-0.77984, -1.17989, 0.11351], [-0.64638, -0.80872, -1.39455], [0.53296, 0.48708, -1.44905], [0.59462, 0.79169, -0.01217], [1.34840, 2.05410, 0.87250], [0.74329, 1.26374, 2.37308], [0.01123, 0.23178, 2.14938], [-0.10427, 0.00025, 0.84920], [-1.86817, -1.38628, 0.43322], [-1.66738, -0.45611, -1.73507], [-0.40873, -1.59595, -2.00554], [0.15939, 1.27721, -2.05384], [1.40408, -0.11445, -1.83715], [0.92287, 1.78322, 3.33112]],
  "homo_lumo_gap_ha": 0.3640,
  "smiles": "F[C@@H]1CCc2scnc21",
  "lumo_ev": 0.750,
  "total_charge": 0
}


Name the most stable of them. arrangement ii.


Arrangement i

{
  "formula": "C5H10NO3",
  "method": "ωB97M-V with the def2-TZVPD basis set",
  "species": ["C", "C", "C", "O", "N", "H", "H", "H", "H", "H", "H", "H", "C", "C", "O", "O", "H", "H", "H"],
  "positions_angstrom": [[0.81604, 1.42244, -0.11147], [1.77860, 0.87178, 0.99307], [-0.31487, 1.93181, 0.77053], [-0.33720, 3.08281, 1.19655], [-1.41475, 1.13273, 0.99887], [1.28964, 2.28581, -0.60600], [0.49993, 0.81153, -0.93073], [1.78195, 1.58923, 1.80032], [2.76469, 0.64764, 0.63454], [-2.27684, 1.55884, 1.28542], [-1.41980, 0.13398, 0.72051], [1.32300, -0.02329, 1.43025], [-1.02997, -2.83013, -1.77905], [-0.06878, -2.02236, -0.89670], [-0.57163, -1.23313, -0.03406], [1.13707, -2.28082, -1.02050], [-1.49264, -2.35654, -2.61412], [-1.69285, -3.45390, -1.17945], [-0.34584, -3.51512, -2.32128]],
  "homo_lumo_gap_ha": 0.3149,
  "lumo_ev": 3.976,
  "total_charge": -1
}


Arrangement ii

{
  "formula": "C5H10NO3",
  "method": "ωB97M-V with the def2-TZVPD basis set",
  "species": ["C", "C", "C", "O", "N", "H", "H", "H", "H", "H", "H", "H", "C", "C", "O", "O", "H", "H", "H"],
  "positions_angstrom": [[0.18337, 0.32306, 1.83667], [1.60698, -0.08865, 2.25936], [-0.93091, -0.72388, 1.64554], [-1.83535, -0.85849, 2.47050], [-0.82469, -1.53277, 0.55362], [-0.38535, 0.89802, 2.55850], [0.33597, 0.74928, 0.79550], [1.61015, -0.14035, 3.38729], [-1.65138, -2.09525, 0.43534], [-0.30942, -1.06198, -0.33091], [2.32139, 0.73243, 2.07663], [1.97091, -0.88675, 1.63070], [-0.02087, 1.15948, -3.35184], [0.50471, 0.61030, -1.98580], [-0.36887, -0.18582, -1.50885], [1.50543, 1.14868, -1.51482], [0.68120, 1.78401, -3.87456], [-0.95769, 1.69558, -3.16248], [-0.26990, 0.31945, -4.01517]],
  "homo_lumo_gap_ha": 0.3280,
  "lumo_ev": 3.982,
  "total_charge": -1
}


Name the most stable of them. arrangement i.


Arrangement i

{
  "formula": "C6H25NO7",
  "method": "ωB97M-V with the def2-TZVPD basis set",
  "species": ["C", "N", "C", "C", "C", "C", "C", "O", "H", "H", "H", "H", "H", "H", "H", "H", "H", "H", "H", "H", "H", "O", "H", "H", "O", "H", "H", "O", "H", "H", "O", "H", "H", "O", "H", "H", "O", "H", "H"],
  "positions_angstrom": [[-3.94681, 0.22940, -0.15754], [-2.48594, 0.42106, -0.23278], [-1.98107, 0.24160, -1.65638], [-1.77303, -0.26797, 0.83615], [-0.24146, -0.05044, 0.77532], [0.30483, -0.85602, 2.00870], [0.43435, -2.30829, 1.66964], [0.16857, -3.24984, 2.38186], [-4.20083, 0.56391, 0.89580], [-4.43218, 0.96683, -0.77102], [-4.23466, -0.84101, -0.30919], [-2.56080, 0.92721, -2.21943], [-2.23771, -0.76591, -1.95408], [-0.91619, 0.35610, -1.57082], [-2.13787, 0.35524, 1.69413], [-1.90487, -1.36515, 0.76443], [0.15028, -0.53870, -0.13019], [0.15076, 0.98523, 0.84998], [1.23859, -0.42679, 2.38653], [-0.28792, -0.44931, 2.85571], [0.77717, -2.59085, 0.68671], [0.65895, 0.65815, -3.10473], [0.23642, 0.98645, -3.90897], [1.57224, 0.97902, -3.10020], [-1.06199, 2.96682, 0.67372], [-1.99704, 3.14690, 0.47103], [-0.97388, 2.34304, -0.06517], [3.36781, -1.15503, 1.51899], [4.18975, -1.38750, 1.96929], [3.30621, -0.18474, 1.47866], [2.69817, -0.21954, -1.15386], [2.52837, -0.81055, -0.40664], [2.33725, 0.64121, -0.92217], [1.79959, -2.21451, -3.01133], [1.30960, -1.44651, -2.68865], [2.56363, -1.77940, -3.41006], [2.80849, 2.03091, 1.96371], [1.83754, 1.88442, 1.99022], [2.93568, 2.22458, 2.90262]],
  "homo_lumo_gap_ha": 0.3231,
  "smiles": "CN(C)CCCC=O.O.O.O.O.O.O",
  "lumo_ev": 0.181,
  "total_charge": 0
}


Arrangement ii

{
  "formula": "C6H25NO7",
  "method": "ωB97M-V with the def2-TZVPD basis set",
  "species": ["C", "C", "N", "C", "C", "O", "C", "C", "H", "H", "H", "H", "H", "H", "H", "H", "H", "H", "H", "H", "H", "O", "H", "H", "O", "H", "H", "O", "H", "H", "O", "H", "H", "O", "H", "H", "O", "H", "H"],
  "positions_angstrom": [[1.95180, -2.07401, 1.67491], [0.89356, -1.17920, 1.13628], [1.42163, -0.18888, 0.22140], [0.20875, 0.37582, -0.49213], [-0.79535, 1.14561, 0.42216], [-0.45764, 1.59819, 1.50466], [0.90542, 1.36893, -1.46350], [-0.13507, 1.94426, -2.52936], [2.68397, -1.56478, 2.42801], [1.60867, -3.03086, 1.90743], [2.71170, -2.26171, 0.94712], [-0.01406, -1.74600, 0.75978], [0.42649, -0.73884, 2.10818], [2.01874, 0.54933, 0.60294], [-0.45856, -0.37425, -0.92806], [-1.74277, 1.44365, -0.02376], [1.70301, 0.98839, -2.19479], [1.26925, 2.29646, -0.95979], [-1.15272, 2.06577, -2.03996], [0.07416, 2.86779, -2.94841], [-0.21853, 1.30514, -3.38161], [-3.88835, 0.56344, -0.17935], [-3.86577, -0.42839, -0.25242], [-4.69863, 0.84316, 0.37716], [2.17505, 3.78206, 0.28692], [1.83373, 3.60098, 1.11710], [3.17646, 3.54054, 0.67448], [0.81212, -2.63760, -2.16634], [1.20955, -1.96015, -1.43365], [0.88032, -2.07284, -3.03621], [2.03900, 2.19668, 2.38930], [1.75152, 2.45096, 3.29275], [1.29440, 2.10826, 1.91044], [-2.04758, -3.42387, -0.73800], [-1.20177, -3.51036, -0.93305], [-2.50655, -4.16509, -1.06041], [-3.69049, -1.82378, 1.10527], [-3.24750, -2.26753, 0.26146], [-2.92797, -1.58724, 1.63304]],
  "homo_lumo_gap_ha": 0.3502,
  "smiles": "CCN[C@@H](C=O)CC.O.O.O.O.O.O",
  "lumo_ev": 0.413,
  "total_charge": 0
}


Name the most stable of them. arrangement i.


Arrangement i

{
  "formula": "N2O6Rb",
  "method": "ωB97M-V with the def2-TZVPD basis set",
  "species": ["Rb", "N", "O", "O", "O", "N", "O", "O", "O"],
  "positions_angstrom": [[-0.71960, -0.25932, 2.69626], [1.06095, 2.17582, 0.65096], [0.86763, 2.04949, 1.91230], [1.60322, 3.23191, 0.25846], [0.74684, 1.26984, -0.10659], [-0.89568, -2.10198, -1.36054], [-1.75937, -2.13723, -0.44486], [0.16145, -1.42348, -1.22231], [-1.06543, -2.80505, -2.38369]],
  "homo_lumo_gap_ha": 0.2101,
  "lumo_ev": 1.280,
  "total_charge": -1
}


Arrangement ii

{
  "formula": "N2O6Rb",
  "method": "ωB97M-V with the def2-TZVPD basis set",
  "species": ["Rb", "N", "O", "O", "O", "N", "O", "O", "O"],
  "positions_angstrom": [[-0.49066, -1.58646, -2.01654], [-1.44421, -0.33152, 1.61803], [-0.69770, -0.49250, 0.72716], [-2.14409, 0.72451, 1.75184], [-1.16281, -0.96019, 2.60665], [1.50249, 0.63539, -1.19530], [1.69744, 1.60880, -0.45358], [2.05341, -0.40205, -0.86236], [0.68613, 0.80401, -2.17590]],
  "homo_lumo_gap_ha": 0.2075,
  "lumo_ev": 1.493,
  "total_charge": -1
}


Name the most stable of them. arrangement i.